A | C56H62Cl3GeN6O2PS3SeTl | the ωB97M-V functional and the def2-TZVPD basis

Results
Spin multiplicity ... 1
Kohn-Sham gap ... 8.0 eV
Net charge ... +1

Each line ends with the Löwdin charge.
Positions of all 136 atoms, in Å:
Tl1 0.72535 -0.44590 0.13125  0.48
C1 -4.30129 1.30470 4.25940  -0.07
C2 -4.55378 1.74398 2.96770  -0.08
C3 -3.51519 1.86728 2.05794  -0.09
C4 -2.20722 1.56490 2.43816  -0.35
C5 -1.96330 1.11649 3.73297  -0.09
C6 -3.00678 0.98921 4.63696  -0.07
P1 -0.87495 1.66553 1.20167  1.07
C7 -1.37602 3.04455 0.11545  -0.35
C8 -1.25614 4.38325 0.48262  -0.06
C9 -1.67409 5.38820 -0.37271  -0.07
C10 -2.21898 5.06872 -1.60896  -0.07
C11 -2.33943 3.74110 -1.98384  -0.08
C12 -1.91930 2.73405 -1.12735  -0.14
C13 0.52965 2.33135 2.14774  -0.31
C14 0.29332 3.28010 3.11223  -0.10
C15 1.33831 3.90942 3.80999  -0.05
C16 2.62717 3.57523 3.52416  -0.02
C17 2.92290 2.57155 2.57057  -0.16
C18 4.27127 2.20461 2.33967  -0.03
C19 4.58078 1.19164 1.48518  -0.06
C20 3.54174 0.49890 0.82616  -0.16
C21 2.22761 0.85378 0.98557  -0.26
C22 1.87377 1.91315 1.87219  -0.20
H1 -5.11074 1.21409 4.97011  0.11
H2 -5.56189 2.00639 2.67642  0.10
H3 -3.71481 2.23672 1.05918  0.08
H4 -0.95662 0.86607 4.04240  0.09
H5 -2.80318 0.64187 5.64057  0.11
H6 -0.82450 4.65347 1.43684  0.09
H7 -1.57089 6.42277 -0.07523  0.11
H8 -2.54194 5.85563 -2.27772  0.11
H9 -2.74445 3.48499 -2.95114  0.08
H10 -1.98768 1.70303 -1.44771  0.07
H11 -0.72634 3.55310 3.35214  0.11
H12 1.11144 4.65590 4.55772  0.11
H13 3.44936 4.05512 4.03946  0.12
H14 5.04745 2.73369 2.87830  0.12
H15 5.60888 0.89846 1.32410  0.11
H16 3.80377 -0.33537 0.19142  0.05
C23 3.91928 5.59374 -2.44490  0.00
C24 2.83928 4.69009 -2.89323  -0.33
N1 2.01353 4.90139 -3.86967  0.13
N2 1.22990 3.78942 -3.90619  0.03
C25 1.54369 2.88547 -2.96542  -0.74
S1 0.82743 1.39918 -2.64822  0.67
N3 2.57469 3.47990 -2.30516  -0.09
N4 3.33077 2.88783 -1.29752  0.15
H17 3.94032 6.46524 -3.09260  0.09
H18 4.87999 5.08169 -2.48617  0.09
H19 3.75502 5.92028 -1.41790  0.09
H20 0.49748 3.69493 -4.58735  0.15
H21 2.97033 1.93861 -1.22183  0.03
H22 3.09713 3.34343 -0.41772  0.10
Cl1 -2.53616 1.77530 -7.96095  0.70
C26 -3.21232 1.04037 -6.54801  -0.66
C27 -3.34577 1.77830 -5.38470  -0.09
C28 -3.87332 1.15998 -4.26769  -0.02
C29 -4.27312 -0.17433 -4.26170  -0.17
C30 -4.83841 -0.69630 -2.95109  -0.29
C31 -4.18238 -1.95213 -2.35352  -0.05
N5 -2.74565 -1.75584 -2.21503  -0.04
C32 -1.79752 -2.08674 -3.15046  -0.01
C33 -0.61118 -1.62877 -2.67638  -0.12
N6 -0.82168 -1.01404 -1.47176  -0.07
C34 -2.11425 -1.11139 -1.21747  -0.15
O1 -6.23405 -0.88949 -3.10861  -0.10
C35 -7.04916 -0.39791 -2.04482  -0.14
C36 -6.83353 1.06455 -1.77700  -0.33
C37 -7.05145 2.06178 -2.68511  -0.97
Cl2 -7.66051 1.88101 -4.27442  0.70
S2 -6.61990 3.61064 -2.08745  1.01
C38 -6.12654 2.93841 -0.59270  -0.41
C39 -6.30422 1.59112 -0.56608  -0.15
C40 -4.16391 -0.86595 -5.46717  -0.57
Cl3 -4.75767 -2.49002 -5.66414  0.75
C41 -3.63017 -0.27686 -6.60416  -0.12
H23 -3.04818 2.81681 -5.36264  0.10
H24 -3.99104 1.72889 -3.35512  0.10
H25 -4.64574 0.10806 -2.22962  0.13
H26 -4.34948 -2.82825 -2.96777  0.11
H27 -4.60885 -2.14737 -1.36787  0.14
H28 -2.05746 -2.61229 -4.05038  0.12
H29 0.37066 -1.70380 -3.09710  0.07
H30 -2.60851 -0.76581 -0.32332  0.14
H31 -6.87561 -0.96504 -1.12210  0.13
H32 -8.07123 -0.59290 -2.36860  0.14
H33 -5.73608 3.57708 0.18244  0.07
H34 -6.06226 0.97142 0.28369  0.11
H35 -3.55840 -0.83829 -7.52372  0.11
C42 -0.78949 -1.70343 5.75014  -0.11
C43 0.53618 -2.23583 5.23314  -0.29
C44 1.34503 -1.18923 4.47509  -0.32
C45 2.59181 -1.79799 3.84255  -0.32
Ge1 2.24593 -2.93538 2.25903  0.59
C46 2.37775 -4.88870 2.43448  -0.36
C47 3.74250 -5.47485 2.78273  -0.29
C48 4.31166 -5.04420 4.13092  -0.27
C49 3.35999 -5.28325 5.29484  -0.11
H36 -1.30283 -2.43571 6.37233  0.08
H37 -1.44814 -1.44929 4.91915  0.06
H38 -0.64123 -0.80318 6.35177  0.08
H39 0.34525 -3.08978 4.57192  0.08
H40 1.13988 -2.61926 6.06186  0.11
H41 1.62920 -0.38424 5.16138  0.12
H42 0.71109 -0.73727 3.70218  0.05
H43 3.10894 -2.39959 4.59152  0.05
H44 3.29315 -1.02613 3.51530  0.05
H45 3.22057 -2.49070 1.14547  -0.03
H46 2.06876 -5.26260 1.45397  0.05
H47 1.60557 -5.21498 3.13447  0.06
H48 4.45843 -5.21424 1.99589  0.09
H49 3.66307 -6.56714 2.76752  0.11
H50 4.59233 -3.98628 4.09260  0.09
H51 5.24374 -5.58855 4.30203  0.11
H52 2.48887 -4.62803 5.24714  0.04
H53 3.85242 -5.10396 6.25018  0.08
H54 2.99524 -6.31207 5.29712  0.08
C50 2.94010 -1.73777 -3.91246  -0.22
S3 3.47695 -1.53175 -2.21222  0.94
O2 2.22808 -1.68195 -1.37959  -0.65
C51 4.34495 -3.07909 -1.99403  -0.39
C52 3.69727 -4.12063 -1.34561  -0.07
C53 4.38530 -5.30820 -1.14331  -0.06
C54 5.69438 -5.43993 -1.58390  -0.06
C55 6.33123 -4.38404 -2.22090  -0.07
C56 5.65925 -3.18924 -2.42102  -0.08
H55 2.42645 -2.69127 -4.01829  0.07
H56 3.81667 -1.70624 -4.55613  0.07
H57 2.28229 -0.89787 -4.13024  0.03
H58 2.68550 -3.98132 -0.98961  0.10
H59 3.89975 -6.12888 -0.63266  0.11
H60 6.22630 -6.36712 -1.42022  0.11
H61 7.35571 -4.48736 -2.54981  0.11
H62 6.15767 -2.35178 -2.89256  0.11
Se1 0.04947 -2.57277 1.43069  0.29

---

B | C56H62Cl3GeN6O2PS3SeTl | the ωB97M-V functional and the def2-TZVPD basis

Results
Spin multiplicity ... 1
Kohn-Sham gap ... 8.0 eV
Net charge ... +1

Each line ends with the Löwdin charge.
Positions of all 136 atoms, in Å:
Tl1 0.68390 -0.21938 -0.09905  0.63
C1 6.40120 0.62799 -2.63121  -0.07
C2 5.45439 1.58197 -2.29269  -0.07
C3 4.63341 1.38233 -1.19092  -0.11
C4 4.76772 0.23280 -0.41445  -0.40
C5 5.72572 -0.72115 -0.75851  -0.10
C6 6.53528 -0.52515 -1.86601  -0.08
P1 3.63992 0.07848 1.01393  1.06
C7 1.79594 2.64900 2.28525  -0.16
C8 2.91586 3.20021 2.89280  -0.09
C9 3.44408 4.38986 2.41383  -0.08
C10 2.85048 5.02847 1.33304  -0.08
C11 1.72745 4.47771 0.73289  -0.08
C12 1.19586 3.28501 1.20737  -0.11
C13 4.77240 -0.23067 2.46637  -0.25
C14 5.52444 0.23723 3.50279  -0.05
C15 5.91435 -0.70974 4.49534  -0.07
C16 5.52902 -2.03222 4.49276  -0.01
C17 4.70930 -2.52750 3.44522  -0.16
C18 4.10061 -3.79344 3.23415  -0.01
C19 3.24932 -3.97996 2.16820  -0.06
C20 2.92535 -2.96065 1.22408  -0.07
C21 3.55138 -1.75517 1.37088  -0.31
C22 4.40955 -1.58792 2.47110  -0.27
H1 7.03878 0.78041 -3.49118  0.11
H2 5.34736 2.47809 -2.88791  0.11
H3 3.87475 2.11314 -0.93731  0.09
H4 5.83881 -1.61479 -0.15487  0.11
H5 7.28153 -1.26324 -2.12876  0.11
H6 3.38196 2.69619 3.72844  0.09
H7 4.31873 4.81925 2.88261  0.10
H8 3.26204 5.95711 0.96165  0.10
H9 1.26413 4.97393 -0.10955  0.11
H10 0.32278 2.85840 0.72720  0.07
H11 5.83310 1.26935 3.59865  0.10
H12 6.53186 -0.35770 5.31121  0.11
H13 5.84504 -2.68152 5.29867  0.11
H14 4.28610 -4.61155 3.91815  0.12
H15 2.77841 -4.94690 2.04866  0.11
H16 2.18172 -3.16797 0.46266  0.07
C23 3.90743 -3.07897 -4.25555  0.01
C24 3.27194 -1.74606 -4.34396  -0.33
N1 3.20030 -0.99312 -5.39101  0.14
N2 2.49403 0.10104 -4.98067  0.03
C25 2.12101 0.05839 -3.69240  -0.79
S1 1.24155 1.19319 -2.83696  0.57
N3 2.63284 -1.14381 -3.27499  -0.07
N4 2.52730 -1.60716 -1.97448  0.10
H17 4.42822 -3.28796 -5.18530  0.09
H18 3.15144 -3.85078 -4.09732  0.09
H19 4.61805 -3.11609 -3.42928  0.08
H20 2.32047 0.86271 -5.61612  0.16
H21 2.10814 -2.53059 -1.95484  0.07
H22 3.43633 -1.60247 -1.51629  0.07
Cl1 0.43039 -3.44348 -7.21395  0.69
C26 -0.88261 -3.39139 -6.08645  -0.66
C27 -1.09095 -2.25335 -5.32491  -0.08
C28 -2.13974 -2.24504 -4.42196  -0.02
C29 -2.97988 -3.33929 -4.24728  -0.20
C30 -4.02503 -3.27321 -3.15650  -0.30
C31 -3.64804 -4.17384 -1.96270  -0.05
N5 -2.27954 -3.92266 -1.55109  -0.06
C32 -1.19253 -4.63525 -1.98148  -0.05
C33 -0.10087 -3.93552 -1.56751  -0.15
N6 -0.49085 -2.79403 -0.91028  0.01
C34 -1.80412 -2.82221 -0.92611  -0.17
O1 -5.30009 -3.64419 -3.62218  -0.14
C35 -6.36533 -2.79166 -3.24330  -0.14
C36 -6.21021 -1.36243 -3.68339  -0.33
C37 -5.84735 -0.94580 -4.93132  -0.96
Cl2 -5.51639 -1.92004 -6.29964  0.71
S2 -5.81087 0.76650 -5.07426  1.01
C38 -6.29410 0.95151 -3.44252  -0.42
C39 -6.45868 -0.24910 -2.82748  -0.15
C40 -2.74541 -4.46116 -5.03547  -0.58
Cl3 -3.71363 -5.89008 -4.87897  0.77
C41 -1.70987 -4.49346 -5.95652  -0.12
H23 -0.45332 -1.38905 -5.44600  0.10
H24 -2.31526 -1.35798 -3.82900  0.10
H25 -4.03425 -2.23368 -2.80400  0.14
H26 -3.72938 -5.21882 -2.25728  0.11
H27 -4.32954 -3.99079 -1.13131  0.14
H28 -1.29224 -5.55551 -2.52709  0.13
H29 0.93102 -4.22763 -1.67591  0.09
H30 -2.44404 -2.08369 -0.46980  0.10
H31 -6.50614 -2.81194 -2.15482  0.13
H32 -7.25176 -3.23511 -3.70065  0.14
H33 -6.42957 1.93501 -3.02676  0.07
H34 -6.76602 -0.35201 -1.79718  0.11
H35 -1.54768 -5.37578 -6.55747  0.11
C42 2.48938 1.02208 6.48616  -0.10
C43 1.83143 0.07092 5.49207  -0.26
C44 0.30512 0.07948 5.58354  -0.29
C45 -0.33981 1.40406 5.13780  -0.33
Ge1 -1.38707 1.29328 3.47042  0.61
C46 -2.34734 2.89206 2.86579  -0.33
C47 -1.79242 4.25918 3.26519  -0.28
C48 -1.98146 4.61620 4.73639  -0.28
C49 -1.62691 6.07107 5.01760  -0.11
H36 3.57369 0.92057 6.46540  0.06
H37 2.15340 0.80476 7.50110  0.08
H38 2.24937 2.06511 6.27878  0.06
H39 2.18876 -0.94434 5.68202  0.11
H40 2.14439 0.31394 4.47190  0.09
H41 0.02359 -0.12086 6.62023  0.11
H42 -0.09417 -0.74996 4.99410  0.05
H43 0.38891 2.20865 5.01954  0.05
H44 -1.07148 1.76309 5.86630  0.06
H45 1.40217 1.70519 2.64253  0.06
H46 -3.36559 2.75181 3.24617  0.08
H47 -2.39381 2.78249 1.78200  0.02
H48 -2.29728 5.01788 2.65832  0.11
H49 -0.73109 4.32492 3.00913  0.09
H50 -1.35930 3.96941 5.35892  0.08
H51 -3.02061 4.42666 5.02393  0.11
H52 -0.61602 6.29568 4.67359  0.08
H53 -1.67672 6.29481 6.08229  0.07
H54 -2.31276 6.74389 4.50151  0.07
C50 -2.58396 1.08684 -2.41463  -0.22
S3 -2.53184 0.84569 -0.63387  0.79
O2 -1.40709 1.72270 -0.15836  -0.67
C51 -4.04542 1.69534 -0.21675  -0.40
C52 -4.18630 3.05327 -0.46844  -0.08
C53 -5.35925 3.68782 -0.09700  -0.06
C54 -6.37388 2.96766 0.52488  -0.07
C55 -6.21427 1.61623 0.79010  -0.07
C56 -5.03800 0.97381 0.42550  -0.09
H55 -2.55632 2.15128 -2.63638  0.07
H56 -3.49891 0.63653 -2.79725  0.04
H57 -1.69885 0.60787 -2.82892  0.01
H58 -3.37892 3.60873 -0.92709  0.12
H59 -5.48282 4.74494 -0.28648  0.11
H60 -7.28554 3.47016 0.81727  0.11
H61 -6.99630 1.06691 1.29509  0.11
H62 -4.88302 -0.07222 0.65702  0.11
Se1 -1.77494 -0.66805 2.56880  0.18

---

Most stable structure among those shown: A.